Entry 1:
Formula: C18H28NSTl
Source: the Open Molecules 2025 dataset
Level of theory: the ωB97M-V functional and the def2-TZVPD basis

```
49
Properties=species:S:1:pos:R:3:forces:R:3:mulliken_charge:R:1
C 2.076875 2.956705 -1.005399 0.8 0.1 0.9 -0.84
H 2.853278 3.731453 -1.037524 -0.1 -0.2 0.1 0.43
H 2.345499 2.220925 -1.775000 -0.1 0.0 0.1 0.25
H 2.188922 2.455948 0.033999 0.5 1.3 -1.5 0.14
C 0.696175 3.566420 -1.204996 -0.4 0.3 0.2 0.04
H -0.025811 2.783799 -1.495886 -0.1 0.1 0.1 0.18
H 0.338780 3.991346 -0.247923 0.1 -0.1 -0.4 0.29
C 0.649941 4.666151 -2.278600 -0.1 -0.1 0.0 -1.43
H -0.351153 5.109515 -2.307838 0.2 -0.1 0.0 0.38
H 1.361139 5.470795 -2.059111 -0.1 -0.2 0.0 0.37
H 0.869798 4.265655 -3.276465 0.0 0.1 0.2 0.34
C -0.959993 -2.247249 -0.390288 4.9 -2.6 1.9 0.80
C -1.601599 -1.419579 -1.351549 -0.1 2.9 -4.4 0.75
C -0.636473 -1.050565 -2.330166 -2.1 0.4 0.9 0.30
C 0.598395 -1.659964 -1.979452 -0.2 0.7 -1.2 0.77
C 0.397847 -2.399524 -0.780961 -2.8 -1.0 2.9 0.24
C 1.421362 -3.165562 -0.045568 0.5 -0.5 0.3 -1.62
C 1.876728 -1.495557 -2.704404 0.2 0.1 0.7 -1.18
C -0.856366 -0.151606 -3.483025 0.0 0.3 -0.8 -1.47
C -3.012680 -0.995092 -1.315496 0.1 0.5 -0.1 -1.34
C -1.580110 -2.791007 0.836363 -0.1 0.1 0.3 -1.28
Tl 0.770105 0.885044 0.256362 -1.2 -1.2 0.6 0.56
H 2.728384 -1.814033 -2.090227 -0.3 0.0 -0.2 0.35
H 1.896704 -2.095036 -3.628893 -0.2 0.1 0.1 0.38
H 2.043896 -0.446767 -2.998920 -0.3 -0.3 -0.1 0.27
H 2.433105 -2.846590 -0.312429 -0.1 -0.1 0.1 0.37
H 1.310867 -3.049534 1.039071 0.0 0.0 -0.2 0.35
H 1.359722 -4.243078 -0.255426 0.0 0.2 0.0 0.33
H -2.347224 -2.105290 1.225912 0.1 -0.2 -0.2 0.25
H -2.058529 -3.766744 0.644623 0.1 0.2 0.0 0.37
H -0.827860 -2.942169 1.624137 -0.2 -0.1 -0.3 0.32
H -3.182958 -0.131411 -1.966346 0.0 -0.3 0.1 0.34
H -3.688994 -1.794491 -1.654439 0.2 -0.1 0.1 0.36
H -3.317477 -0.711057 -0.301101 0.0 -0.2 -0.1 0.30
H -0.036984 0.577929 -3.587743 -0.3 -0.2 0.0 0.30
H -0.912158 -0.710504 -4.431676 0.0 0.2 0.3 0.35
H -1.794180 0.407682 -3.375923 0.3 -0.1 -0.1 0.37
S -1.939489 0.938981 1.801178 0.0 0.1 -0.5 -0.26
C -1.049115 0.574659 3.191243 -0.1 -0.7 0.5 0.13
N -1.423622 -0.503315 3.974185 0.6 0.0 -0.1 -0.10
C -0.622429 -1.049304 4.940137 0.3 0.9 -0.2 -0.26
C 0.604986 -0.464920 5.208706 -0.4 -0.5 -0.1 -0.58
C 0.997230 0.679691 4.491408 -0.7 0.3 -0.3 -0.23
C 0.137705 1.240869 3.551472 0.5 -0.6 0.3 -0.78
H -2.315951 -0.952386 3.751229 0.4 0.3 0.1 0.29
H -1.002949 -1.933190 5.445251 0.1 0.3 0.0 0.44
H 1.247716 -0.882139 5.976068 -0.1 0.0 -0.2 0.44
H 1.967474 1.137601 4.665249 -0.2 0.0 0.1 0.46
H 0.371453 2.156486 3.016186 0.1 -0.1 0.2 0.77
```
Forces are in eV/Å.

## Properties
**Max |F|**: 5.9 eV/A
**Orbital gap**: 0.1679 Eh
**HOMO level**: -14.1783 eV
**Total charge**: +2



Entry 2:
Formula: C18H29AlBBrClF7MgN3O6S2
Source: the Open Molecules 2025 dataset
Level of theory: the ωB97M-V functional and the def2-TZVPD basis

```
70
Properties=species:S:1:pos:R:3:forces:R:3:mulliken_charge:R:1
O 5.097765 -2.279578 -1.970994 -5.8 3.4 -5.7 -0.40
C 4.309094 -1.759422 -2.919263 5.4 -2.5 2.2 0.25
O 4.981037 -1.261600 -4.145759 -1.3 0.2 2.1 -0.28
C 2.671562 -1.672916 -2.874533 -2.9 -0.2 -0.1 0.51
C 1.782330 -3.054979 -3.014510 -1.9 5.0 0.7 -0.36
C 0.137961 -3.022384 -2.963441 -0.1 1.9 0.2 0.00
N -0.873054 -4.145299 -3.045562 0.8 7.6 0.9 -0.09
S -2.370582 -3.234640 -2.849993 2.0 -0.4 0.0 0.23
N -2.027364 -1.517314 -2.714540 5.8 -2.1 0.0 -0.66
C -0.514579 -1.528112 -2.782442 -0.4 0.5 0.2 0.99
C 0.323092 -0.107290 -2.660172 2.5 -3.8 -0.3 -0.40
C 1.968395 -0.201190 -2.693828 -2.0 -0.6 0.2 0.32
F 2.748927 1.055725 -2.540683 -5.1 -4.5 0.1 -0.28
H 2.331453 -4.090167 -3.109763 -0.1 0.9 0.1 0.34
H -0.300140 0.883010 -2.557306 1.6 -1.3 -0.5 0.01
Al 6.729418 -0.550719 -5.277828 -0.6 -1.5 3.4 0.69
Cl 3.729418 -5.013219 -3.065328 1.1 -1.0 -0.2 -0.53
C -1.545625 -7.841854 -4.994861 0.1 -0.1 0.0 -0.92
S -3.045182 -6.871594 -4.711075 -0.1 -0.4 0.8 0.58
O -3.595179 -7.272149 -3.374343 0.2 0.3 -1.0 -0.59
C -4.044667 -7.689240 -5.977622 -0.1 -0.1 -0.1 -0.97
H -0.785082 -7.522820 -4.277986 -0.2 0.0 0.0 0.32
H -1.754063 -8.904920 -4.851361 -0.1 0.1 0.0 0.32
H -1.181067 -7.664831 -6.009524 -0.1 0.1 0.0 0.35
H -4.102004 -8.761538 -5.774482 0.1 0.1 0.1 0.29
H -3.601350 -7.516992 -6.961196 0.0 0.0 0.1 0.33
H -5.051603 -7.262725 -5.956122 0.2 0.0 0.1 0.31
F 4.648397 0.843669 -3.180989 2.5 -0.8 -1.4 -0.50
C 2.635171 1.022308 3.011377 -0.5 -0.7 0.2 -0.91
C 1.708263 0.872464 1.834762 -0.8 -0.5 0.4 0.87
O 0.622330 0.305712 1.945549 0.8 0.7 -0.3 -0.60
C 2.161392 1.442925 0.517553 -0.4 -0.1 -0.2 -0.63
H 2.177691 0.563751 3.894421 0.1 0.0 -0.2 0.26
H 3.581842 0.516405 2.805320 0.0 0.2 -0.1 0.41
H 2.806669 2.081997 3.216688 0.3 0.7 -0.1 0.18
H 3.086838 0.955757 0.200371 0.0 0.2 0.1 0.44
H 2.311752 2.521344 0.611690 0.3 -0.1 0.1 0.35
H 1.392027 1.261170 -0.240477 0.1 0.0 0.2 -0.17
Mg -2.251603 0.743857 -1.772906 0.7 -2.1 -0.1 1.01
Br 9.148397 -1.194605 -4.080598 -1.9 0.6 -1.1 -0.31
B -1.351598 -5.874618 0.464449 0.2 -0.6 0.4 0.64
F -0.400196 -5.844514 -0.634585 -1.0 0.2 1.0 -0.38
F -1.926409 -7.205716 0.571470 0.6 1.6 -0.2 -0.41
F -0.670456 -5.539689 1.704359 -0.8 -0.3 -1.5 -0.40
F -2.409354 -4.908487 0.216315 0.9 -0.6 0.0 -0.43
C -0.361062 2.945218 5.219205 0.4 0.3 -0.1 -0.67
O 0.340745 3.935762 4.481402 -0.5 -0.5 -0.2 -0.34
C 0.261273 3.762075 3.061650 0.1 0.5 -0.2 -0.60
C -0.651164 4.822933 2.423636 0.0 -0.7 0.6 -0.20
N -2.057873 4.606579 2.775605 -0.1 0.3 0.0 -0.40
C -2.934837 5.742903 2.474594 0.1 -0.1 0.4 -0.69
C -2.618591 7.098471 3.140861 -0.5 0.0 0.0 -0.48
O -2.839091 7.128468 4.551879 0.3 0.0 -0.5 -0.44
C -1.790218 6.561059 5.325900 -0.2 0.1 0.2 -0.51
H -0.053084 3.018192 6.265140 0.1 0.1 -0.1 0.24
H -1.437493 3.116421 5.174895 -0.3 -0.2 0.0 0.33
H -0.128242 1.938726 4.858459 -0.1 0.0 0.0 0.23
H -0.046431 2.744254 2.787683 -0.2 0.1 0.2 0.26
H 1.276453 3.910979 2.677313 0.1 0.1 0.2 0.34
H -0.544744 4.783171 1.332956 0.0 0.0 0.0 0.38
H -0.296799 5.797718 2.766887 0.2 0.1 -0.1 0.15
H -2.126513 4.412027 3.772632 0.1 0.0 -0.3 0.11
H -3.943030 5.445836 2.783525 0.0 0.2 0.0 0.38
H -2.968721 5.878862 1.386699 0.1 0.1 0.0 0.39
H -3.317766 7.831382 2.720684 0.0 -0.1 0.1 0.35
H -1.618578 7.472094 2.894216 0.1 -0.2 0.1 0.35
H -0.803827 6.744654 4.888893 -0.1 -0.2 0.0 0.30
H -1.964997 5.494029 5.460960 0.3 -0.1 0.0 0.13
H -1.813871 7.017676 6.319964 -0.1 0.1 -0.2 0.31
F 3.148397 4.035540 3.444112 0.0 -0.3 -0.3 -0.70
```
Forces are in eV/Å.

## Properties
**Max |F|**: 8.8 eV/A
**Orbital gap**: 0.0702 Eh
**HOMO level**: -6.3615 eV
**Total charge**: -1



Entry 3:
Formula: C18H29BClFN2O6S2
Source: the Open Molecules 2025 dataset
Level of theory: the ωB97M-V functional and the def2-TZVPD basis

```
60
Properties=species:S:1:pos:R:3:forces:R:3:mulliken_charge:R:1
C -7.700101 -2.341121 -1.831302 0.0 0.3 0.2 -0.99
C -6.230485 -1.753522 -1.351240 -0.2 -0.7 1.4 -0.39
B -4.999595 -2.854673 -1.637619 -1.2 0.0 -2.2 0.25
O -5.114736 -3.662781 -2.864706 -0.7 -0.3 3.8 -0.43
C -3.826334 -2.941368 -0.493584 0.6 0.7 1.2 -0.34
C -3.041458 -1.535842 -0.184851 0.4 -0.3 -0.9 -0.57
S -2.769740 -1.383235 1.671708 0.2 0.1 0.0 -0.21
C -1.596305 -1.384880 -1.015545 -2.0 1.2 0.0 0.91
F -1.994115 -1.526232 -2.467173 1.0 0.0 3.5 -0.41
C -1.152408 0.174958 -0.827370 0.1 0.8 -0.5 -0.79
C 0.234923 0.631779 -1.551623 0.8 1.8 0.3 -0.36
O 0.458646 0.107012 -2.905903 -0.4 2.3 0.2 -0.49
C -0.538678 -2.510948 -0.501298 1.9 0.2 -1.4 0.20
Cl 0.474918 -3.034781 -2.010129 -1.2 0.5 1.3 -0.09
C 0.571976 -2.002588 0.599932 1.0 -1.5 1.1 -0.46
O 1.933381 -1.890383 -0.022515 -0.7 -0.2 2.9 -0.27
C 2.958945 -2.284073 0.999977 1.0 0.4 0.5 -0.66
O -1.115198 -3.750495 0.032611 -1.6 1.6 -1.4 -0.36
S -2.519604 -4.252494 -0.775273 -2.1 -8.1 -2.0 1.21
O -3.027784 -5.538126 -0.011771 2.0 5.4 -1.6 -0.73
O -2.327736 -4.690945 -2.245918 0.0 3.1 5.0 -0.55
H -8.570998 -1.685366 -1.361960 1.9 -1.3 -1.2 0.31
H -7.775761 -2.353382 -2.998884 0.1 0.0 2.3 0.26
H -7.865076 -3.437318 -1.420305 0.5 2.2 -0.9 0.24
H -5.984958 -0.683070 -1.755343 -0.6 -2.0 0.6 0.28
H -6.292819 -1.687505 -0.161142 0.1 0.2 -2.4 0.26
H -5.515548 -4.551086 -2.563780 1.1 1.7 -1.0 0.33
H -4.377341 -3.238527 0.523596 1.4 0.4 -2.2 0.40
H -3.725092 -0.606199 -0.491067 1.6 -2.1 0.9 0.37
H -1.886623 -2.384367 2.118292 -0.9 0.7 -1.2 0.19
H -1.085455 0.529050 0.308491 -0.2 -1.2 -2.4 0.28
H -2.021831 0.843344 -1.297482 1.8 -1.7 0.9 0.43
H 0.175842 1.818945 -1.669628 0.0 -2.5 0.6 0.39
H 1.216760 0.456798 -0.895277 -2.3 -0.1 -1.3 0.02
H 0.479086 0.918173 -3.520826 -0.1 -2.0 1.5 0.31
H 0.698761 -2.877374 1.403818 -0.8 1.7 -1.8 0.57
H 0.267283 -1.057288 1.215738 0.5 -1.5 -1.6 0.17
H 2.598658 -2.027577 2.107632 0.7 -0.7 -2.4 0.30
H 3.958121 -1.654434 0.852700 -2.4 -1.2 0.0 0.21
H 3.283055 -3.419690 0.893203 -1.1 2.3 0.2 0.25
C 3.164006 2.899954 -2.406960 -0.2 0.3 0.0 -0.41
C 3.977045 2.227978 -1.463215 0.2 0.0 0.4 -0.52
C 4.123397 3.063608 -0.378670 0.1 -0.2 0.0 -0.45
N 3.431123 4.218046 -0.637000 -0.1 0.0 0.1 0.05
C 2.838298 4.125103 -1.869258 -0.1 0.0 -0.1 -0.58
H 2.848975 2.529676 -3.373903 0.1 0.1 0.2 0.48
H 4.408724 1.240529 -1.563623 -0.1 0.2 0.0 0.43
H 4.660547 2.936422 0.551738 0.0 -0.1 -0.2 0.40
H 3.367033 5.013566 -0.015171 0.0 -0.2 -0.4 0.18
H 2.238359 4.937161 -2.257650 0.1 -0.1 0.0 0.40
C 5.825683 4.417880 4.843474 0.2 0.1 -0.3 -0.59
C 4.574975 3.904824 5.262692 -0.4 -0.1 -0.1 -0.48
C 3.760173 3.852732 4.153945 -0.1 0.0 0.1 -0.42
N 4.473879 4.320825 3.081464 0.0 0.0 0.0 0.08
C 5.736301 4.662646 3.491328 0.1 0.1 0.1 -0.28
H 6.697882 4.589113 5.460950 -0.1 0.0 -0.1 0.38
H 4.298648 3.604974 6.265296 0.0 0.0 -0.2 0.38
H 2.735917 3.524753 4.036921 0.2 0.1 0.1 0.36
H 4.123958 4.400582 2.135511 0.1 -0.1 0.5 0.23
H 6.460501 5.051238 2.787947 -0.1 -0.1 0.2 0.36
```
Forces are in eV/Å.

## Properties
**Max |F|**: 8.6 eV/A
**Orbital gap**: 0.3173 Eh
**SMILES**: CCB(O)[C@@H]1[C@@H](S)[C@@](F)(CCO)[C@@](Cl)(COC)OS1(=O)=O.c1cc[nH]c1.c1cc[nH]c1
**HOMO level**: -8.5944 eV
**Total charge**: 0



Entry 4:
Formula: C18H29BN6Zn
Source: the Open Molecules 2025 dataset
Level of theory: the ωB97M-V functional and the def2-TZVPD basis

```
55
Properties=species:S:1:pos:R:3:forces:R:3:mulliken_charge:R:1
Zn -0.000155 0.089131 -0.390298 0.0 4.4 -2.2 0.14
C 2.243945 1.005631 -2.415598 0.0 0.2 -0.2 -1.31
C 3.161745 -0.215369 -2.263898 -0.4 0.4 -0.1 0.74
C 4.542845 0.227231 -1.766298 0.5 -0.1 0.0 -1.29
C 2.570045 -1.237569 -1.323498 -0.3 0.6 -0.3 0.41
C 3.120845 -2.471069 -1.013598 0.2 -0.4 0.1 -1.21
C 2.237145 -3.044869 -0.125398 0.3 -0.1 -0.1 -0.28
N 1.224345 -2.181569 0.064102 0.8 -1.9 0.5 0.19
N 1.408845 -1.086369 -0.653098 2.9 -0.9 -1.5 0.17
B -0.000155 -2.332869 0.953902 0.0 -0.1 0.3 0.33
N -0.000155 -1.150169 1.910102 0.0 -1.3 1.9 0.26
C -0.000055 -1.153369 3.254702 0.0 0.0 0.4 -0.63
C 0.000045 0.157531 3.679902 0.0 -0.2 0.4 -0.79
C 0.000145 0.911231 2.515802 0.0 0.5 -0.9 0.46
N 0.000045 0.089131 1.448702 0.0 0.6 3.9 -0.35
C 0.000345 2.412031 2.410402 0.0 0.3 -0.5 0.91
C -1.260855 2.994231 3.056202 -0.4 0.1 0.0 -1.41
C 1.261745 2.993831 3.056002 0.4 0.1 0.0 -1.42
N -1.224755 -2.181469 0.064102 -0.8 -1.9 0.5 0.19
C -2.237655 -3.044669 -0.125298 -0.3 -0.1 -0.1 -0.28
C -3.121255 -2.470869 -1.013598 -0.2 -0.4 0.1 -1.21
C -2.570355 -1.237469 -1.323598 0.3 0.6 -0.3 0.41
N -1.409055 -1.086369 -0.653198 -2.9 -0.9 -1.5 0.17
C -3.161855 -0.215269 -2.264098 0.4 0.4 -0.1 0.73
C -2.243955 1.005531 -2.416098 0.0 0.2 -0.2 -1.31
C -4.542955 0.227531 -1.766598 -0.5 -0.1 0.0 -1.29
H 2.684945 1.730031 -3.133198 -0.2 -0.4 0.4 0.45
H 2.098545 1.514731 -1.437898 0.0 -0.3 -0.7 0.23
H 1.254045 0.691331 -2.808498 0.5 0.4 0.3 0.07
H 3.276345 -0.686969 -3.264198 0.0 0.1 0.5 0.25
H 4.463645 0.701331 -0.763998 0.1 -0.3 -0.6 0.28
H 4.989045 0.957931 -2.474198 -0.3 -0.4 0.4 0.39
H 5.228545 -0.643769 -1.696698 -0.3 0.6 0.1 0.34
H 4.044145 -2.895269 -1.384798 -0.2 0.1 0.1 0.43
H 2.328445 -4.015569 0.345002 -0.4 0.3 0.1 0.47
H -0.000255 -3.376169 1.534702 0.0 0.0 0.0 -0.12
H -0.000155 -2.038169 3.878302 0.0 -0.1 -0.5 0.46
H 0.000145 0.515431 4.700802 0.0 -0.1 -0.2 0.49
H 0.000245 2.692431 1.333702 0.0 -0.4 0.7 0.00
H -1.302255 2.747631 4.139002 0.0 0.2 -0.6 0.28
H -2.166255 2.583331 2.560002 0.5 0.3 0.4 0.31
H -1.272755 4.099231 2.942502 0.0 -0.6 0.1 0.41
H 1.303145 2.747331 4.138902 0.0 0.2 -0.6 0.28
H 1.273845 4.098931 2.942402 0.0 -0.6 0.1 0.41
H 2.166945 2.582731 2.559802 -0.5 0.3 0.4 0.31
H -2.329055 -4.015269 0.345202 0.4 0.3 0.1 0.47
H -4.044655 -2.895069 -1.384698 0.2 0.1 0.1 0.43
H -3.276655 -0.687169 -3.264398 0.0 0.1 0.6 0.25
H -2.098455 1.514731 -1.438498 0.0 -0.3 -0.7 0.23
H -2.684755 1.729831 -3.133798 0.2 -0.4 0.4 0.45
H -1.254055 0.690931 -2.808998 -0.5 0.4 0.3 0.07
H -4.463655 0.701731 -0.764398 -0.1 -0.3 -0.6 0.28
H -5.228755 -0.643269 -1.696898 0.3 0.6 0.1 0.34
H -4.989055 0.958231 -2.474598 0.3 -0.4 0.4 0.39
H -0.000155 1.635131 -0.390298 0.0 0.9 -0.9 -1.02
```
Forces are in eV/Å.

## Properties
**Max |F|**: 4.9 eV/A
**Orbital gap**: 0.3114 Eh
**HOMO level**: -7.8153 eV
**Total charge**: 0